1.
Computed, not measured: a molecular structure, C24H11BrCl4F6N4O6PTi, with ωB97M-V with the def2-TZVPD basis set.

Output
LUMO energy: 1.75 eV
molecular weight: 865.92 g mol⁻¹
total charge: -1
frontier orbital gap: 7.44 eV

Structure (XYZ):
```
58
Properties=species:S:1:pos:R:3:mulliken_charge:R:1
Ti -0.19 0.43 0.48 -0.671
O 2.29 -2.18 -0.94 -0.620
C 1.95 -1.69 0.11 -0.449
N 0.60 -1.48 0.50 1.563
C -0.10 -2.66 0.57 -0.217
O 0.34 -3.77 0.32 -0.700
C -1.51 -2.54 1.07 0.710
C -2.40 -3.59 0.87 -0.694
C -3.68 -3.46 1.36 -0.428
C -4.02 -2.30 2.04 -0.857
C -3.07 -1.31 2.19 -0.178
N -1.83 -1.43 1.72 0.259
C 2.99 -1.24 1.10 0.446
C 4.27 -0.95 0.63 -0.542
C 5.21 -0.48 1.53 -0.432
C 4.84 -0.34 2.86 -0.473
C 3.55 -0.68 3.23 -0.219
N 2.63 -1.12 2.37 -0.350
H -2.05 -4.47 0.35 0.505
H -4.41 -4.24 1.21 0.410
H -5.02 -2.14 2.43 0.417
H -3.29 -0.38 2.71 0.433
H 4.49 -1.09 -0.42 0.451
H 6.20 -0.22 1.20 0.403
H 5.54 0.05 3.59 0.379
H 3.23 -0.59 4.26 0.419
Br -0.61 -1.70 -3.01 -0.064
C 0.73 -0.36 -2.94 0.184
C 1.44 -0.10 -4.11 -0.782
C 2.46 0.83 -4.06 -0.492
C 2.74 1.45 -2.85 -0.796
C 1.97 1.13 -1.76 0.735
N 0.96 0.26 -1.80 0.702
C 2.29 1.70 -0.40 0.099
O 3.19 2.47 -0.22 -0.724
O 1.53 1.20 0.56 0.120
H 1.19 -0.63 -5.01 0.452
H 3.02 1.06 -4.95 0.432
H 3.54 2.17 -2.73 0.557
Cl -5.37 1.26 -3.77 -0.231
C -3.93 1.54 -2.84 0.537
C -3.30 2.78 -2.89 0.398
Cl -3.93 4.04 -3.88 -0.226
C -2.14 3.01 -2.13 0.090
Cl -1.32 4.53 -2.16 -0.216
C -1.64 2.00 -1.34 0.610
O -0.58 2.07 -0.56 -0.545
C -2.27 0.75 -1.31 -0.801
O -1.66 -0.12 -0.52 0.292
C -3.42 0.51 -2.04 -0.111
Cl -4.17 -1.04 -1.93 -0.193
F -1.94 1.49 1.75 -0.362
P -1.06 1.93 3.10 1.602
F -0.09 2.17 4.32 -0.367
F -2.04 3.12 3.43 -0.381
F -0.08 0.59 2.59 -0.343
F -1.93 0.90 3.96 -0.409
F -0.17 2.83 2.14 -0.332
```


2.
Computed, not measured: a molecular structure, C24H12F5N5OPd, with ωB97M-V with the def2-TZVPD basis set.

Output
LUMO energy: -0.95 eV
molecular weight: 587.80 g mol⁻¹
frontier orbital gap: 7.33 eV

Structure (XYZ):
```
48
Properties=species:S:1:pos:R:3:mulliken_charge:R:1
Pd -0.31 -0.44 -0.51 1.213
C -1.60 -3.60 2.06 -0.793
C -0.48 -4.03 2.76 -0.460
C 0.71 -3.40 2.53 -0.324
C 0.80 -2.33 1.61 0.294
N -0.30 -1.92 0.94 0.021
C -1.46 -2.56 1.18 -0.588
N 2.05 -1.78 1.51 -0.540
C 2.35 -0.79 0.75 -0.201
N 1.58 -0.10 -0.15 -0.336
C 2.32 0.89 -0.73 -0.188
N 2.00 1.74 -1.64 -0.541
C 0.79 1.77 -2.29 0.316
C 0.70 2.75 -3.30 -0.365
C -0.42 2.85 -4.08 -0.404
C -1.46 1.95 -3.86 -0.902
C -1.33 1.03 -2.85 -0.613
N -0.25 0.94 -2.06 0.087
C 3.68 0.85 -0.15 0.293
C 4.79 1.64 -0.39 -0.129
C 5.95 1.33 0.33 -0.625
C 5.97 0.27 1.24 -0.622
C 4.85 -0.51 1.46 -0.141
C 3.71 -0.19 0.75 0.271
H -2.57 -4.06 2.19 0.488
H -0.54 -4.85 3.46 0.407
H 1.63 -3.67 3.03 0.475
H -2.30 -2.23 0.60 0.617
H 1.56 3.39 -3.42 0.469
H -0.48 3.60 -4.86 0.405
H -2.36 1.96 -4.46 0.426
H -2.12 0.32 -2.64 0.732
H 4.76 2.45 -1.10 0.542
H 6.84 1.92 0.18 0.401
H 6.89 0.06 1.78 0.398
H 4.85 -1.33 2.17 0.542
F -6.18 1.68 2.19 -0.308
C -5.23 1.11 1.45 0.689
C -5.38 -0.19 0.99 0.109
F -6.48 -0.88 1.29 -0.297
C -4.39 -0.78 0.22 0.298
F -4.58 -2.04 -0.20 -0.362
C -3.21 -0.11 -0.13 0.843
O -2.30 -0.69 -0.90 -0.897
C -3.10 1.20 0.35 0.050
F -1.99 1.91 0.06 -0.309
C -4.07 1.80 1.12 -0.139
F -3.91 3.05 1.56 -0.305
```


3.
Computed, not measured: a molecular structure, C24H14BiCl3N3O, with ωB97M-V with the def2-TZVPD basis set.

Output
LUMO energy: -3.62 eV
relative energy (zero: lowest compared OMol25 entry of this formula, charge and spin): 10.4 kcal per mole
molecular weight: 675.74 g mol⁻¹
total charge: +1
frontier orbital gap: 7.07 eV

Structure (XYZ):
```
46
Properties=species:S:1:pos:R:3:mulliken_charge:R:1
Bi -0.84 0.72 1.00 1.009
C 2.50 1.02 4.14 -0.867
C 1.46 1.33 3.26 0.038
N 0.82 0.39 2.59 -0.267
C 1.13 -0.92 2.75 0.458
C 2.15 -1.32 3.65 0.983
C 2.83 -0.29 4.33 -0.463
C 2.41 -2.69 3.83 -0.954
C 1.65 -3.60 3.17 -1.015
C 0.63 -3.21 2.27 -0.566
C 0.37 -1.88 2.01 0.273
N -0.62 -1.38 1.18 -0.106
C -1.44 -2.17 0.36 -0.566
C -1.05 -3.31 -0.30 -0.525
C -1.97 -4.06 -1.06 -1.023
C -3.27 -3.67 -1.19 -0.912
C -3.69 -2.46 -0.60 1.070
C -5.00 -1.94 -0.74 -0.530
C -5.31 -0.73 -0.19 -0.665
C -4.31 0.00 0.47 -0.185
N -3.09 -0.47 0.64 -0.539
C -2.77 -1.70 0.15 0.995
H 3.01 1.82 4.66 0.395
H 1.16 2.35 3.09 0.384
H 3.63 -0.57 5.02 0.452
H 3.19 -2.99 4.51 0.418
H 1.81 -4.66 3.32 0.399
H 0.05 -3.99 1.80 0.715
H -0.02 -3.63 -0.25 0.889
H -1.62 -4.97 -1.54 0.408
H -3.98 -4.26 -1.76 0.413
H -5.73 -2.51 -1.29 0.451
H -6.30 -0.30 -0.28 0.398
H -4.52 0.98 0.87 0.419
Cl 3.33 4.11 -4.30 -0.191
C 2.50 3.08 -3.20 0.413
C 2.06 3.59 -1.99 -0.911
C 1.39 2.75 -1.12 0.906
Cl 0.82 3.42 0.39 -0.278
C 1.14 1.41 -1.40 -0.331
O 0.54 0.56 -0.56 -0.499
C 1.58 0.94 -2.65 0.523
Cl 1.28 -0.71 -3.05 -0.183
C 2.26 1.76 -3.53 -0.723
H 2.24 4.62 -1.73 0.442
H 2.60 1.36 -4.48 0.448
```


4.
Computed, not measured: a molecular structure, C24H14Cl7N3O2Y in a non-equilibrium geometry, with ωB97M-V with the def2-TZVPD basis set.

Output
LUMO energy: 2.31 eV
relative energy (zero: lowest compared OMol25 entry of this formula, charge and spin): 248.2 kcal per mole
molecular weight: 713.47 g mol⁻¹
total charge: -1
frontier orbital gap: 6.33 eV

Structure (XYZ):
```
51
Properties=species:S:1:pos:R:3:mulliken_charge:R:1
Y 0.05 -0.87 -0.16 0.218
C 2.57 0.91 0.88 -0.484
C 1.65 1.26 1.87 -0.248
C 0.47 1.89 1.53 -0.409
C 0.18 2.18 0.19 -0.302
C 1.08 1.81 -0.80 -0.479
C 2.28 1.17 -0.45 0.053
H 3.47 0.37 1.14 0.279
H 1.86 1.00 2.90 0.406
H -0.25 2.14 2.30 0.384
H -0.76 2.65 -0.07 0.597
H 0.85 1.97 -1.84 0.181
H 2.95 0.84 -1.23 0.230
O -2.70 -3.38 -0.93 -0.686
N -0.28 -2.27 -1.78 -0.188
N 0.64 -1.93 -2.88 -0.044
O 0.99 -0.67 -2.40 -0.700
C -0.07 -1.90 -4.11 0.526
C -0.80 -3.02 -4.50 -0.382
C -1.43 -3.04 -5.73 -0.540
C -1.34 -1.94 -6.58 -0.450
C -0.61 -0.83 -6.19 -0.521
C 0.02 -0.80 -4.95 -0.307
H -0.88 -3.87 -3.83 0.434
H -2.01 -3.91 -6.02 0.347
H -1.84 -1.96 -7.54 0.365
H -0.54 0.03 -6.84 0.346
H 0.59 0.06 -4.62 0.362
Cl -1.42 -1.38 2.50 -0.159
C -2.58 -0.35 1.65 0.933
C -2.15 0.13 0.43 -1.079
C -3.09 0.87 -0.27 0.961
Cl -2.65 1.46 -1.85 -0.175
C -4.36 1.15 0.23 -0.384
Cl -5.49 2.10 -0.68 -0.210
C -4.73 0.66 1.48 0.784
Cl -6.29 1.01 2.13 -0.210
C -3.82 -0.11 2.21 -0.660
Cl -4.25 -0.75 3.76 -0.214
Cl 2.36 -3.19 4.10 -0.299
C 1.52 -3.73 2.62 0.222
C 1.04 -5.06 2.60 -0.337
C 0.29 -5.77 1.71 -0.538
C -0.40 -5.25 0.54 -0.166
C -0.43 -3.92 0.39 -0.247
Cl -1.31 -2.99 -0.72 0.939
C 1.66 -2.84 1.59 0.588
N 1.91 -2.04 0.76 -0.629
H 1.35 -5.62 3.48 0.260
H 0.13 -6.82 1.94 0.259
H -0.88 -5.96 -0.14 0.376
```


5.
Computed, not measured: a molecular structure, C24H14F9MnN4O2S4, with ωB97M-V with the def2-TZVPD basis set.

Output
LUMO energy (spin up / spin down): -1.51 / -1.01 eV
relative energy (zero: lowest compared OMol25 entry of this formula, charge and spin): 0.0 kcal per mole
molecular weight: 744.59 g mol⁻¹
2S+1: 5
frontier orbital gap (spin up / spin down): 5.84 / 6.74 eV
expectation value of S²: 6.3034

Structure (XYZ):
```
58
Properties=species:S:1:pos:R:3:mulliken_charge:R:1
Mn 2.48 2.03 3.13 0.264
S 2.52 2.04 5.47 -0.153
S 4.45 2.61 5.83 -0.088
S 5.39 1.09 4.79 -0.090
S 4.74 1.57 2.90 -0.269
C -4.17 -6.20 -5.65 -0.843
O -3.27 -5.16 -6.00 -0.461
C -2.67 -4.49 -5.00 0.981
C -1.80 -3.47 -5.39 -0.820
C -1.14 -2.72 -4.43 -0.429
C -1.33 -2.97 -3.07 0.338
C -2.20 -3.98 -2.70 -0.811
C -2.87 -4.74 -3.64 -0.459
C -0.66 -2.18 -2.03 0.247
N -0.81 -2.37 -0.74 -0.857
C -0.03 -1.41 -0.15 1.036
C 0.60 -0.64 -1.09 -0.205
N 0.18 -1.14 -2.30 -0.111
C 1.47 0.45 -0.76 0.824
C 2.13 1.28 -1.68 -0.947
C 2.92 2.30 -1.22 -0.930
C 3.05 2.49 0.15 -0.582
N 2.44 1.71 1.03 0.195
C 1.66 0.70 0.60 0.323
C 1.00 -0.11 1.61 0.565
N 1.22 0.21 2.91 -0.301
C 0.64 -0.49 3.86 -0.081
C -0.22 -1.56 3.58 -0.903
C -0.46 -1.90 2.27 -0.803
C 0.16 -1.16 1.25 0.476
H -4.54 -6.61 -6.59 0.240
H -5.01 -5.82 -5.07 0.343
H -3.66 -6.99 -5.09 0.342
H -1.66 -3.28 -6.44 0.417
H -0.48 -1.94 -4.77 0.259
H -2.35 -4.17 -1.64 0.469
H -3.54 -5.52 -3.32 0.395
H 0.45 -0.82 -3.21 0.175
H 2.01 1.12 -2.75 0.407
H 3.44 2.96 -1.90 0.456
H 3.64 3.30 0.56 0.491
H 0.86 -0.19 4.87 0.335
H -0.68 -2.10 4.39 0.435
H -1.12 -2.71 2.00 0.577
F 1.26 5.50 0.98 -0.215
C 0.49 5.58 2.07 0.456
F -0.62 6.25 1.74 -0.251
F 1.16 6.31 2.97 -0.235
C 0.19 4.16 2.63 0.876
O 1.35 3.56 2.95 -0.562
C -0.68 4.26 3.93 0.483
F -0.04 4.96 4.87 -0.242
F -0.91 3.04 4.42 -0.200
F -1.87 4.84 3.72 -0.254
C -0.60 3.35 1.55 0.379
F -1.79 3.87 1.24 -0.265
F 0.09 3.25 0.41 -0.224
F -0.81 2.09 1.97 -0.196
```


6.
Computed, not measured: a molecular structure, C24H15Cl2F5NOSTeTi in a non-equilibrium geometry, with ωB97M-V with the def2-TZVPD basis set.

Output
LUMO energy (spin up / spin down): -1.75 / -1.78 eV
relative energy (zero: lowest compared OMol25 entry of this formula, charge and spin): 22.1 kcal per mole
molecular weight: 706.82 g mol⁻¹
2S+1: 2
frontier orbital gap (spin up / spin down): 5.89 / 5.89 eV
expectation value of S²: 0.7633

Structure (XYZ):
```
51
Properties=species:S:1:pos:R:3:mulliken_charge:R:1
Ti -14.67 -9.52 2.33 0.320
Cl -10.21 -10.83 3.20 -0.132
C -11.70 -11.62 3.40 0.410
C -11.69 -12.67 4.32 -0.685
C -12.84 -13.44 4.58 0.478
Cl -12.98 -14.54 5.88 -0.246
C -14.10 -13.11 3.93 0.255
C -15.40 -13.68 4.21 -0.603
C -16.50 -13.22 3.46 -0.723
C -16.41 -12.10 2.67 -0.246
N -15.23 -11.41 2.52 -0.212
C -14.06 -11.98 3.03 0.584
C -12.91 -11.27 2.74 0.188
O -13.01 -10.13 2.01 -0.640
H -10.77 -12.93 4.81 0.488
H -15.51 -14.53 4.90 0.382
H -17.51 -13.65 3.53 0.352
H -17.24 -11.78 2.04 0.472
F -20.92 -8.12 0.71 -0.267
C -19.57 -8.29 0.55 0.294
C -18.78 -8.43 1.69 0.063
F -19.32 -8.42 2.93 -0.297
C -17.41 -8.66 1.57 0.324
F -16.73 -9.16 2.71 -0.092
C -16.71 -8.63 0.36 0.642
S -14.99 -8.69 0.17 -0.419
C -17.51 -8.52 -0.79 -0.165
F -16.95 -8.58 -2.04 -0.303
C -18.88 -8.41 -0.68 0.415
F -19.64 -8.49 -1.77 -0.285
C -8.55 -5.39 3.34 -1.304
C -9.86 -6.01 3.67 0.891
C -11.02 -5.56 2.99 -1.015
C -12.25 -6.17 3.27 1.138
C -13.46 -5.71 2.43 -1.526
C -12.36 -7.22 4.20 -0.219
Te -14.31 -8.20 4.57 -0.258
C -11.21 -7.64 4.91 1.071
C -11.16 -8.78 5.97 -1.390
C -9.98 -7.01 4.65 -0.990
H -8.69 -4.70 2.48 0.330
H -7.80 -6.14 3.00 0.301
H -8.06 -4.85 4.18 0.298
H -11.00 -4.76 2.25 0.286
H -14.33 -6.20 2.87 0.167
H -13.33 -6.13 1.41 0.251
H -13.52 -4.61 2.32 0.437
H -11.65 -9.71 5.60 0.227
H -11.63 -8.37 6.90 0.358
H -10.11 -8.96 6.18 0.331
H -9.08 -7.37 5.15 0.268
```